{"formula": "C48H134N12O13", "method": "ωB97M-V with the def2-TZVPD basis set", "elements": ["C", "C", "C", "O", "C", "N", "H", "H", "H", "H", "H", "H", "H", "H", "H", "H", "H", "C", "C", "C", "O", "C", "N", "H", "H", "H", "H", "H", "H", "H", "H", "H", "H", "H", "C", "C", "C", "O", "C", "N", "H", "H", "H", "H", "H", "H", "H", "H", "H", "H", "H", "C", "C", "C", "O", "C", "N", "H", "H", "H", "H", "H", "H", "H", "H", "H", "H", "H", "C", "C", "C", "O", "C", "N", "H", "H", "H", "H", "H", "H", "H", "H", "H", "H", "H", "C", "C", "C", "O", "C", "N", "H", "H", "H", "H", "H", "H", "H", "H", "H", "H", "H", "C", "C", "C", "O", "C", "N", "H", "H", "H", "H", "H", "H", "H", "H", "H", "H", "H", "C", "C", "C", "O", "C", "N", "H", "H", "H", "H", "H", "H", "H", "H", "H", "H", "H", "C", "C", "C", "O", "C", "N", "H", "H", "H", "H", "H", "H", "H", "H", "H", "H", "H", "C", "C", "C", "O", "C", "N", "H", "H", "H", "H", "H", "H", "H", "H", "H", "H", "H", "C", "C", "C", "O", "C", "N", "H", "H", "H", "H", "H", "H", "H", "H", "H", "H", "H", "C", "C", "C", "O", "C", "N", "H", "H", "H", "H", "H", "H", "H", "H", "H", "H", "H", "O", "H", "H"], "xyz": [[4.88400, 3.63736, -4.72336], [4.13414, 4.34152, -3.65344], [2.71905, 3.89241, -3.58664], [1.85584, 4.59725, -2.64447], [1.43168, 5.92960, -3.06950], [4.86335, 4.25114, -2.39350], [4.25086, 3.52022, -5.63737], [5.20126, 2.69495, -4.31173], [5.82427, 4.14333, -4.92347], [4.07803, 5.40175, -3.92674], [2.68214, 2.81261, -3.32724], [2.24933, 3.89649, -4.58942], [0.35425, 6.01107, -3.03412], [1.68898, 6.21127, -4.06992], [1.78813, 6.74345, -2.40223], [5.19949, 3.30331, -2.18106], [4.42528, 4.66281, -1.60724], [7.74836, 0.14828, -0.59893], [7.20113, -0.47037, -1.86197], [6.44192, 0.63698, -2.62531], [5.56132, 1.36131, -1.89219], [4.27024, 0.73344, -1.76628], [8.18396, -0.97442, -2.82884], [6.94572, 0.64740, -0.02633], [8.62159, 0.81640, -0.83318], [8.18921, -0.61899, 0.03657], [6.46960, -1.21328, -1.67925], [6.01264, 0.19615, -3.48382], [7.21059, 1.31653, -2.99148], [4.26712, -0.38436, -1.75852], [3.56599, 1.07179, -2.54539], [3.84023, 1.04080, -0.84249], [8.72333, -1.75012, -2.35188], [8.78963, -0.19014, -2.99622], [1.31540, -4.98760, 1.76455], [0.50650, -6.07119, 2.33418], [0.49763, -5.90942, 3.82290], [1.81267, -6.20617, 4.37988], [1.99138, -5.82783, 5.72944], [-0.82391, -5.92872, 1.70083], [1.38815, -4.96165, 0.65926], [2.36118, -4.97709, 2.12140], [0.82920, -4.05339, 2.07162], [0.87496, -7.08046, 2.10084], [-0.25626, -6.56444, 4.29409], [0.27021, -4.86383, 4.11813], [1.36647, -6.47923, 6.39189], [1.77277, -4.73878, 5.99973], [2.98602, -6.05242, 5.96506], [-1.24276, -5.09239, 2.14737], [-1.45691, -6.70003, 1.97195], [3.39690, 5.55923, 0.52610], [2.60315, 4.19319, 0.64875], [3.34849, 3.33091, 1.71328], [4.55331, 2.77499, 1.22608], [5.21652, 2.23671, 2.32878], [1.20578, 4.38772, 0.99221], [3.00331, 6.17020, -0.32324], [4.42498, 5.32950, 0.30206], [3.38476, 6.13505, 1.45795], [2.81094, 3.74974, -0.38098], [2.71258, 2.51525, 2.09881], [3.52123, 3.93822, 2.62300], [5.70061, 1.30161, 2.00960], [4.49788, 2.03161, 3.17318], [5.92797, 2.90682, 2.81930], [0.75205, 4.93081, 0.24097], [0.73554, 3.48107, 1.08131], [2.04463, -1.15749, 5.97221], [2.45289, -1.98885, 4.71240], [1.31941, -1.94471, 3.65034], [0.26274, -2.68975, 4.20595], [-1.07778, -2.53536, 3.64090], [3.64954, -1.44652, 4.13347], [2.71608, -1.19653, 6.85698], [1.13765, -1.59918, 6.32278], [1.87177, -0.11634, 5.57994], [2.48128, -3.05707, 4.95055], [1.57739, -2.35755, 2.67160], [1.04800, -0.92238, 3.47754], [-1.53146, -3.43593, 3.17056], [-1.03002, -1.74886, 2.90367], [-1.72998, -2.24142, 4.46797], [3.89273, -1.83727, 3.19469], [4.44395, -1.64861, 4.71537], [-3.85307, -1.36488, 2.04539], [-3.61040, 0.05948, 2.59457], [-4.81017, 0.92172, 2.21460], [-4.66028, 2.23303, 2.64901], [-3.79537, 3.07626, 1.83340], [-3.37246, 0.05329, 4.05792], [-3.09020, -2.05015, 2.38020], [-3.84791, -1.36517, 0.93358], [-4.83361, -1.75949, 2.38327], [-2.75702, 0.51354, 2.05509], [-5.78241, 0.59045, 2.60090], [-4.85942, 1.01842, 1.12838], [-3.96381, 4.09417, 2.16009], [-4.09218, 2.94965, 0.77482], [-2.75336, 2.70435, 1.76890], [-3.56717, 0.99556, 4.42119], [-3.88343, -0.70578, 4.48528], [-5.01494, -3.02908, -1.39955], [-5.67446, -3.44013, -0.09630], [-6.86867, -4.21684, -0.46442], [-7.59346, -4.65011, 0.73234], [-8.70091, -5.50008, 0.46521], [-4.80792, -4.23306, 0.83328], [-4.51505, -3.88561, -1.86397], [-4.27980, -2.26866, -1.15283], [-5.81161, -2.66277, -2.00934], [-6.00610, -2.46325, 0.33762], [-6.51544, -5.13088, -0.96577], [-7.61113, -3.62299, -1.01164], [-9.04140, -5.85308, 1.38074], [-8.33780, -6.35966, -0.03918], [-9.57797, -4.99935, 0.03110], [-3.90632, -3.81308, 0.91466], [-5.26215, -4.25852, 1.72670], [-0.82068, 2.32371, 3.73986], [-1.51021, 3.60591, 4.23165], [-1.02218, 3.86583, 5.64997], [-1.51524, 4.99547, 6.28381], [-2.86794, 4.97481, 6.64579], [-1.28039, 4.77636, 3.34862], [-0.85635, 2.37742, 2.66645], [-1.26945, 1.41581, 4.16368], [0.27055, 2.26667, 3.96699], [-2.62396, 3.48946, 4.20730], [0.04847, 4.01132, 5.51994], [-1.05896, 3.02407, 6.35957], [-3.07051, 4.02403, 7.18829], [-3.58579, 5.00709, 5.81561], [-2.97498, 5.80996, 7.36558], [-1.48222, 5.66647, 3.81091], [-0.27217, 4.88117, 3.18250], [-2.15661, -2.89636, -6.07354], [-2.14199, -2.95933, -4.53032], [-2.73725, -1.70971, -3.86772], [-1.91639, -0.58370, -4.16319], [-2.63181, 0.62558, -4.09245], [-2.84183, -4.15326, -4.14133], [-3.20268, -3.02046, -6.27133], [-1.63744, -3.71088, -6.61756], [-1.74980, -1.94465, -6.40739], [-1.10492, -3.02063, -4.17437], [-2.78463, -1.92596, -2.80931], [-3.72076, -1.49551, -4.26644], [-3.34713, 0.74698, -4.92027], [-1.91835, 1.41303, -4.15752], [-3.30359, 0.71527, -3.20989], [-2.47165, -4.48526, -3.28799], [-2.70174, -4.86416, -4.83401], [1.79325, -2.28696, -3.52269], [2.28257, -3.64523, -3.03749], [2.53237, -3.67399, -1.60473], [3.45074, -2.67662, -1.27535], [3.78001, -2.68530, 0.11344], [1.29284, -4.66870, -3.43402], [0.85665, -2.02646, -3.00530], [1.68488, -2.29662, -4.62317], [2.52965, -1.50378, -3.30254], [3.23281, -3.81218, -3.50853], [2.88696, -4.68865, -1.28973], [1.57567, -3.45721, -1.05469], [4.25300, -1.73368, 0.34749], [4.45217, -3.52245, 0.30528], [2.87624, -2.84594, 0.74307], [0.50557, -4.79016, -2.82145], [1.78407, -5.57201, -3.35678], [0.79470, 1.45189, -1.36565], [-0.42893, 0.60495, -0.90405], [0.12116, -0.47623, 0.02847], [-0.97038, -1.38701, 0.35128], [-0.90856, -2.53288, -0.44938], [-1.55065, 1.39768, -0.33570], [1.41171, 1.59642, -0.47215], [0.61076, 2.51133, -1.80374], [1.29644, 0.91679, -2.14800], [-0.73326, 0.00870, -1.79731], [0.42034, -0.01664, 1.01374], [0.96006, -0.94203, -0.48638], [-0.98005, -2.18863, -1.51179], [-1.82351, -3.08194, -0.29889], [-0.02056, -3.11379, -0.31304], [-2.28044, 0.79432, 0.01649], [-2.00071, 1.95754, -1.07866], [-4.36389, 3.87641, -2.13629], [-3.11291, 4.11218, -2.89997], [-3.21181, 5.48721, -3.64857], [-2.02284, 5.76506, -4.44021], [-2.28033, 6.62778, -5.48281], [-1.80410, 3.88754, -2.22688], [-5.17161, 3.79349, -2.88577], [-4.69710, 4.58794, -1.32955], [-4.29699, 2.90785, -1.65744], [-3.12311, 3.35716, -3.69050], [-3.24786, 6.36380, -2.98973], [-4.14110, 5.46487, -4.29569], [-3.22690, 6.53612, -6.00934], [-1.50117, 6.55086, -6.24830], [-2.40461, 7.68119, -5.09302], [-1.07169, 4.29476, -2.79817], [-1.76591, 4.42692, -1.33008], [-1.10852, -5.63375, -1.21767], [-0.95788, -5.58468, -0.23761], [-2.04947, -5.91317, -1.33779]], "lumo_energy_ev": 0.6}